# 1
{
  "formula": "C18H18N4O4S2",
  "method": "ωB97M-V with the def2-TZVPD basis set",
  "elements": ["C", "C", "H", "H", "O", "C", "O", "C", "C", "C", "S", "C", "N", "N", "C", "O", "C", "H", "H", "S", "C", "N", "N", "C", "C", "C", "C", "C", "C", "C", "H", "H", "C", "H", "H", "H", "H", "H", "O", "H", "H", "H", "H", "H", "H", "H"],
  "positions_angstrom": [[3.556, -5.774, -2.552], [2.923, -4.428, -3.209], [3.581, -3.745, -3.681], [2.250, -4.809, -4.051], [2.439, -3.635, -2.404], [1.075, -4.181, -2.004], [0.523, -5.225, -2.395], [0.400, -3.064, -1.144], [-0.091, -1.899, -1.886], [0.723, -1.032, -2.477], [-0.471, 0.126, -3.267], [-1.743, -0.573, -2.605], [-1.222, -1.540, -1.801], [-3.001, 0.023, -2.596], [-3.985, 0.068, -1.922], [-4.944, 0.583, -2.017], [-3.861, -0.978, -0.564], [-3.058, -1.652, -0.600], [-5.004, -1.467, -0.699], [-4.207, -0.153, 0.976], [-2.645, 0.852, 0.755], [-1.910, 0.687, -0.088], [-0.935, 1.653, 0.310], [-1.193, 1.957, 1.567], [-0.470, 3.158, 2.092], [0.844, 3.563, 1.889], [1.799, 4.341, 2.687], [1.015, 4.772, 3.868], [-0.026, 4.098, 4.400], [-0.787, 3.363, 3.659], [-1.855, 3.048, 3.878], [-0.359, 4.572, 5.223], [1.944, 5.660, 4.770], [3.162, 5.321, 4.762], [2.029, 6.623, 4.321], [1.405, 5.705, 5.773], [2.589, 4.840, 2.166], [1.145, 3.023, 1.069], [-2.355, 1.572, 1.893], [-3.066, 0.613, -3.347], [1.774, -1.142, -2.475], [-0.550, -3.849, -0.452], [1.208, -2.934, -0.340], [4.283, -6.375, -3.368], [4.212, -5.482, -1.983], [2.859, -6.283, -2.132]],
  "total_charge": 0,
  "de_lowest_ev": 15.913,
  "total_energy_ev": -54762.942,
  "gap_ev": 8.21
}

=====

# 2
{
  "formula": "C18H18N7OPS5Sc",
  "method": "ωB97M-V with the def2-TZVPD basis set",
  "elements": ["Sc", "S", "C", "S", "C", "C", "S", "S", "S", "C", "N", "C", "N", "C", "N", "C", "P", "C", "C", "H", "H", "H", "H", "H", "H", "H", "H", "H", "H", "H", "H", "H", "O", "N", "C", "C", "C", "C", "C", "H", "H", "H", "H", "H", "N", "C", "C", "C", "N", "C", "N"],
  "positions_angstrom": [[-0.364, -1.728, 0.751], [5.515, -3.761, 2.838], [4.217, -2.874, 2.385], [2.920, -2.451, 3.450], [1.931, -1.572, 2.302], [2.412, -1.529, 1.028], [1.650, -0.823, -0.389], [3.949, -2.325, 0.768], [0.457, -0.854, 2.924], [-1.163, 4.270, -0.848], [-0.086, 3.288, -1.336], [1.236, 3.609, -0.635], [1.079, 3.606, 0.778], [0.038, 4.552, 1.172], [-1.256, 4.247, 0.568], [-1.823, 2.988, 1.073], [-0.751, 1.506, 0.732], [-0.498, 1.869, -1.076], [0.838, 2.259, 1.321], [-2.098, 3.967, -1.320], [-0.848, 5.254, -1.198], [0.031, 3.416, -2.341], [1.534, 4.598, -0.987], [1.957, 2.858, -0.954], [0.339, 5.555, 0.861], [-0.061, 4.536, 2.255], [-2.811, 2.840, 0.630], [-1.960, 3.076, 2.152], [-1.416, 1.697, -1.635], [0.291, 1.217, -1.450], [1.652, 1.588, 1.046], [0.826, 2.311, 2.410], [-0.778, -3.599, 1.103], [0.163, -3.987, 0.174], [1.316, -4.625, 0.645], [2.175, -5.186, -0.241], [1.872, -5.233, -1.618], [0.590, -4.815, -2.017], [-0.277, -4.258, -1.130], [1.451, -4.584, 1.716], [3.091, -5.616, 0.141], [2.559, -5.671, -2.324], [0.254, -4.958, -3.035], [-1.295, -3.971, -1.339], [-1.963, -1.214, -0.706], [-3.009, -0.779, -0.969], [-4.165, -0.136, -1.357], [-5.410, -0.815, -1.439], [-6.420, -1.364, -1.505], [-4.053, 1.250, -1.596], [-3.839, 2.372, -1.780]],
  "total_charge": 0,
  "de_lowest_ev": 0.000,
  "total_energy_ev": -115600.766,
  "multiplicity": 2,
  "gap_ev": [5.07, 6.85]
}

=====

# 3
{
  "formula": "C18H18NO4Tc",
  "method": "ωB97M-V with the def2-TZVPD basis set",
  "elements": ["C", "C", "C", "H", "C", "C", "H", "H", "H", "H", "C", "C", "C", "H", "C", "C", "H", "H", "H", "H", "Tc", "O", "C", "C", "H", "H", "H", "H", "C", "C", "C", "H", "C", "H", "C", "H", "C", "H", "O", "N", "O", "O"],
  "positions_angstrom": [[0.668, -2.434, 2.370], [-0.611, -1.835, 2.043], [-0.833, -1.991, 0.616], [-1.277, -1.415, 2.786], [0.307, -2.685, 0.073], [1.222, -2.966, 1.153], [2.198, -3.426, 1.062], [1.074, -2.471, 3.377], [-1.693, -1.612, 0.083], [0.479, -2.928, -0.962], [-0.805, 1.267, 0.027], [-0.478, 0.716, 1.315], [0.777, 1.534, 1.812], [-1.300, 0.573, 2.017], [1.000, 2.538, 0.687], [0.007, 2.418, -0.249], [-0.191, 3.166, -1.025], [-1.664, 0.986, -0.590], [0.620, 2.030, 2.793], [1.764, 3.300, 0.797], [0.902, -0.796, 1.096], [-0.529, 0.262, -3.254], [-1.861, -0.293, -3.270], [-0.660, -0.859, -4.112], [-2.145, -0.614, -2.254], [-2.687, -0.001, -3.932], [-0.305, -1.872, -3.797], [0.997, -1.848, -6.264], [0.614, -0.830, -6.387], [-0.311, -0.295, -5.450], [-0.467, 1.124, -5.600], [-0.858, 1.713, -4.784], [0.153, 1.921, -6.570], [0.117, 3.013, -6.507], [0.921, 1.323, -7.573], [1.297, 1.901, -8.441], [1.118, -0.061, -7.456], [1.761, -0.548, -8.195], [0.663, 0.499, 4.377], [-0.481, 0.501, 4.834], [-1.532, 0.357, 4.196], [1.871, 0.606, 2.004]],
  "total_charge": 1,
  "de_lowest_ev": 0.000,
  "total_energy_ev": -30819.760,
  "multiplicity": 4,
  "gap_ev": [6.25, 5.23]
}

=====

# 4
{
  "formula": "C18H18O6",
  "method": "ωB97M-V with the def2-TZVPD basis set",
  "elements": ["O", "C", "C", "C", "C", "O", "C", "C", "H", "H", "H", "H", "H", "H", "O", "C", "C", "C", "C", "O", "C", "C", "H", "H", "H", "H", "H", "H", "O", "C", "C", "C", "C", "O", "C", "C", "H", "H", "H", "H", "H", "H"],
  "positions_angstrom": [[39.875, 14.417, 1.249], [39.326, 15.645, 1.563], [40.063, 16.495, 2.370], [39.630, 17.989, 2.519], [38.424, 18.333, 2.114], [37.932, 19.614, 2.316], [37.602, 17.451, 1.397], [38.073, 16.154, 1.168], [39.555, 13.968, 0.585], [41.008, 16.198, 2.666], [40.197, 18.508, 3.336], [37.360, 19.891, 1.604], [36.635, 17.849, 1.340], [37.431, 15.470, 0.527], [33.294, 15.321, -1.929], [34.536, 14.761, -1.972], [35.343, 14.993, -3.045], [36.804, 14.491, -2.890], [37.263, 13.689, -1.819], [38.463, 13.156, -1.725], [36.335, 13.456, -0.788], [35.034, 14.006, -0.789], [32.763, 14.969, -1.234], [35.398, 15.756, -3.860], [37.240, 14.848, -3.710], [39.148, 13.357, -2.470], [36.682, 12.856, 0.029], [34.345, 13.998, 0.177], [36.152, 16.023, 6.863], [35.477, 17.144, 6.301], [36.146, 18.041, 5.545], [35.364, 19.226, 4.883], [33.979, 19.222, 5.043], [33.142, 20.125, 4.501], [33.391, 18.178, 5.777], [34.083, 17.168, 6.473], [37.009, 16.271, 7.442], [37.107, 18.130, 5.350], [35.801, 19.659, 4.051], [32.583, 20.381, 5.238], [32.416, 18.140, 5.670], [33.681, 16.366, 7.134]],
  "total_charge": 0,
  "de_lowest_ev": 5.636,
  "smiles": "Oc1ccc(O)cc1.Oc1ccc(O)cc1.Oc1ccc(O)cc1",
  "total_energy_ev": -31237.127,
  "gap_ev": 8.81
}